{
  "formula": "C6H12N2O2S",
  "method": "the ωB97M-V functional and the def2-TZVPD basis",
  "spin_multiplicity": 1,
  "e_above_lowest_ev": 4.1672,
  "lumo_ev": 0.24,
  "total_energy_ha": -893.84645,
  "smiles": "[H]/N=C/S(C)(=O)=O.C=C/C=N/C",
  "symbols": ["H", "N", "C", "S", "C", "O", "O", "H", "H", "H", "H", "C", "C", "C", "N", "C", "H", "H", "H", "H", "H", "H", "H"],
  "coordinates": [[1.06284, -2.44329, 2.17992], [1.62945, -1.96365, 1.57480], [0.96859, -1.24018, 0.70512], [1.84978, -0.35144, -0.54831], [3.63795, -0.73010, -0.50333], [1.70790, 1.08159, -0.28474], [1.32507, -0.83669, -1.77323], [-0.10849, -1.09405, 0.57126], [3.51427, -1.74922, -0.34048], [4.15853, -0.50858, -1.46853], [4.02765, -0.11446, 0.25426], [-2.04907, 1.98962, 1.93208], [-2.14696, 2.18424, 0.64253], [-2.06991, 1.15131, -0.36573], [-2.03744, -0.05412, -0.19100], [-1.96119, -0.86537, -1.42394], [-1.93674, 2.77764, 2.74893], [-1.65376, 1.06917, 2.45074], [-2.23817, 3.20542, 0.23249], [-1.90351, 1.48023, -1.44374], [-1.09065, -1.32853, -1.33964], [-2.87377, -1.48097, -1.33077], [-1.81237, -0.17858, -2.27873]],
  "atomic_forces_ev_per_a": [[-2.1, -1.4, 1.9], [0.3, 3.4, -4.4], [2.0, -2.1, 2.6], [1.7, 3.6, -0.3], [-1.7, 1.0, -1.5], [-0.2, -1.4, 0.3], [-0.8, -1.0, -1.3], [0.0, 0.0, 0.3], [1.0, -2.0, 0.7], [-1.1, -0.1, 0.6], [0.7, 0.2, 1.2], [2.2, 0.0, 3.8], [-0.3, 1.4, -0.6], [0.8, 2.9, -2.4], [-0.3, -3.4, 0.4], [-3.3, 2.9, 1.1], [-0.7, -0.4, -1.7], [-1.1, 0.3, -1.3], [-0.2, -0.6, 0.4], [-0.5, 0.4, 1.1], [3.5, -3.0, 0.1], [0.7, 0.0, -1.0], [-0.8, -0.6, -0.1]]
}

***

{
  "formula": "C43H51Cl3F5GeKN9O5S3",
  "method": "the ωB97M-V functional and the def2-TZVPD basis",
  "spin_multiplicity": 2,
  "s2": 0.76,
  "lumo_ev": [3.33, 1.28],
  "total_energy_ha": -8289.58802,
  "charge": -2,
  "symbols": ["K", "C", "C", "C", "C", "C", "C", "C", "C", "C", "C", "N", "C", "C", "C", "C", "C", "N", "H", "H", "H", "H", "H", "H", "H", "H", "H", "H", "H", "H", "H", "H", "H", "H", "H", "O", "H", "H", "Cl", "Ge", "Cl", "Cl", "O", "S", "C", "C", "C", "C", "H", "H", "H", "H", "H", "H", "H", "H", "N", "N", "H", "H", "H", "H", "N", "N", "H", "H", "H", "H", "C", "N", "N", "C", "O", "C", "C", "C", "C", "C", "C", "C", "C", "C", "H", "H", "H", "H", "H", "H", "H", "H", "H", "H", "H", "H", "O", "S", "O", "N", "C", "S", "C", "C", "C", "C", "C", "C", "H", "H", "H", "H", "F", "C", "C", "C", "F", "C", "F", "C", "F", "C", "F"],
  "coordinates": [[0.13707, -0.20691, 0.04359], [0.71026, 1.04323, 5.93088], [1.70492, 1.10726, 4.76542], [1.57782, 2.40816, 4.01394], [2.34646, 3.50738, 4.37620], [2.19568, 4.71971, 3.72668], [1.26178, 4.83574, 2.70439], [0.47488, 3.76167, 2.31088], [-0.51113, 3.86218, 1.16787], [-1.00031, 5.27116, 0.84990], [0.63469, 2.52656, 2.98052], [-0.12578, 1.41986, 2.61705], [-1.32227, 1.28235, 3.05800], [-2.19293, 0.21461, 2.72710], [-3.42752, -0.07199, 3.35247], [-3.92281, -1.20414, 2.72759], [-2.96508, -1.53801, 1.74641], [-1.92476, -0.69850, 1.74754], [0.83917, 0.13097, 6.51886], [-0.31192, 1.06501, 5.55170], [0.84442, 1.90706, 6.58512], [1.51402, 0.27814, 4.08045], [2.72352, 1.00180, 5.15008], [3.06811, 3.40550, 5.18254], [2.80434, 5.57353, 4.00514], [1.13515, 5.79148, 2.21151], [-1.36931, 3.22287, 1.37167], [-0.02814, 3.43290, 0.28251], [-1.44491, 5.73396, 1.73522], [-1.75707, 5.23955, 0.06489], [-0.18852, 5.91147, 0.49456], [-1.73347, 2.01725, 3.76674], [-3.87838, 0.48898, 4.15996], [-4.85097, -1.72140, 2.92186], [-3.01502, -2.37392, 1.05301], [-0.17411, 1.30126, -1.95903], [0.75347, 1.50022, -1.76583], [-0.13055, 0.63046, -2.65218], [-0.73601, -3.26800, -3.50785], [-1.29139, -3.23208, -1.32765], [-3.50703, -3.94738, -1.48089], [-0.61068, -5.36420, -0.78405], [0.38712, -2.36315, 0.69744], [1.04727, -2.72011, 1.99005], [-0.28108, -3.04634, 3.21502], [-0.00541, -4.41033, 3.82358], [0.42094, -5.28695, 2.65186], [1.49450, -4.50414, 1.90866], [-1.20777, -3.02955, 2.64349], [-0.29365, -2.21884, 3.92262], [-0.89229, -4.79876, 4.32729], [0.80269, -4.35442, 4.56039], [-0.42148, -5.44632, 1.98039], [0.78810, -6.26309, 2.97622], [1.55633, -4.75061, 0.85052], [2.47392, -4.59425, 2.38204], [-3.64649, -0.91538, -2.53113], [-2.63666, -0.70657, -1.55500], [-4.45278, -0.33549, -2.31378], [-3.92972, -1.88309, -2.46364], [-2.99078, -0.73464, -0.59868], [-2.26671, 0.22725, -1.70612], [4.86757, -0.83298, 0.66835], [3.53042, -1.16869, 1.06929], [4.88361, -0.55864, -0.31214], [5.41292, -1.67830, 0.75609], [3.09604, -1.74517, 0.34973], [2.99150, -0.30471, 1.05702], [5.74596, 4.83500, -0.13259], [4.68216, 4.22608, 0.64945], [3.57826, 3.76339, -0.06992], [3.16586, 2.52224, 0.42712], [2.20848, 1.90232, -0.01107], [4.10262, 2.22464, 1.48683], [4.99805, 3.22574, 1.54904], [6.19586, 3.35661, 2.42128], [2.80234, 4.65802, -0.83049], [2.02957, 4.17672, -1.88334], [1.25928, 5.05367, -2.62952], [1.26603, 6.41256, -2.34936], [2.03203, 6.88880, -1.29596], [2.79354, 6.02019, -0.52982], [5.31472, 5.48109, -0.89099], [6.36780, 4.08119, -0.63022], [6.36814, 5.43623, 0.52865], [4.06750, 1.35353, 2.11556], [6.13884, 2.61406, 3.21363], [6.23920, 4.35282, 2.86537], [7.11624, 3.18958, 1.85666], [2.02892, 3.11920, -2.09901], [0.65862, 4.66570, -3.44135], [0.66632, 7.09440, -2.93825], [2.02969, 7.94449, -1.05317], [3.34816, 6.38805, 0.32329], [-6.30384, 6.09276, -1.19341], [-4.92216, 5.70953, -1.01351], [-3.96267, 6.45443, -1.79358], [-4.71684, 4.09702, -1.16608], [-4.34513, 3.54333, -0.02696], [-4.00613, 1.92073, 0.22549], [-4.20446, 4.50298, 1.11196], [-3.84752, 4.23137, 2.42290], [-3.79070, 5.29170, 3.31849], [-4.08294, 6.59225, 2.91697], [-4.44519, 6.86102, 1.60179], [-4.49384, 5.79856, 0.72513], [-3.62862, 3.21248, 2.71828], [-3.51832, 5.10426, 4.35076], [-4.02849, 7.40048, 3.63672], [-4.68388, 7.86390, 1.26963], [2.39236, -3.20394, -1.35001], [2.74712, -2.29629, -2.32230], [2.30890, -0.99215, -2.22193], [2.76801, -0.20064, -3.25151], [2.44010, 1.13852, -3.27868], [3.57029, -0.62241, -4.29823], [3.97936, 0.21355, -5.27726], [3.97396, -1.94297, -4.33204], [4.76759, -2.38831, -5.32330], [3.56397, -2.79387, -3.32316], [3.99201, -4.07611, -3.33678]],
  "atomic_forces_ev_per_a": [[0.0, 1.7, 0.0], [0.1, 0.0, -0.1], [-0.1, 0.1, 0.1], [-0.1, -0.2, -0.1], [0.1, 0.0, 0.0], [0.1, 0.0, 0.0], [0.0, 0.0, 0.0], [-0.1, -0.2, 0.0], [0.1, 0.1, 0.0], [0.2, 0.0, 0.0], [0.1, 0.6, 0.3], [0.1, -0.4, -0.4], [0.3, 0.2, 0.2], [-0.6, -0.5, 0.1], [0.4, 0.3, 0.1], [0.0, -0.3, -0.2], [-0.3, 0.0, 0.1], [0.0, 0.1, -0.1], [0.0, 0.0, 0.0], [0.0, 0.0, 0.0], [0.0, 0.0, 0.1], [0.1, 0.0, 0.0], [0.0, 0.0, 0.0], [0.0, 0.0, 0.0], [0.0, 0.0, 0.0], [0.0, 0.0, 0.0], [0.0, 0.0, -0.1], [-0.1, -0.1, 0.0], [0.0, 0.0, -0.1], [0.1, 0.0, 0.0], [0.0, 0.0, 0.0], [0.0, 0.0, 0.0], [0.0, 0.0, 0.0], [0.0, 0.0, 0.0], [0.0, 0.0, 0.0], [-0.2, 0.3, -0.4], [0.0, 0.0, -0.1], [0.2, 0.1, -0.1], [-0.1, 0.2, 0.8], [-0.8, -1.0, -1.0], [0.8, 0.3, 0.2], [0.0, 0.8, 0.0], [0.0, -1.5, -0.1], [-0.3, -0.7, 0.8], [0.2, 0.1, 0.0], [0.0, 0.0, 0.0], [0.1, 0.0, 0.0], [-0.1, 0.2, 0.1], [0.0, 0.1, 0.0], [-0.1, 0.0, 0.0], [0.0, 0.0, 0.0], [0.0, 0.0, 0.0], [-0.1, 0.0, 0.0], [0.0, 0.0, 0.0], [0.1, 0.1, 0.0], [0.0, 0.0, 0.0], [-0.1, 0.1, -0.3], [0.3, -0.5, 0.3], [0.0, 0.1, 0.1], [-0.1, 0.0, 0.0], [-0.1, 0.1, 0.0], [0.2, 0.0, 0.1], [0.0, 0.2, -0.1], [0.0, -0.1, -0.1], [0.0, -0.1, -0.1], [0.1, 0.0, 0.0], [0.0, 0.1, -0.1], [0.1, 0.0, 0.1], [0.1, -0.2, -0.1], [-0.2, 0.3, 0.2], [0.3, -0.3, -0.2], [-0.1, 0.2, -0.3], [-0.2, -0.2, 0.2], [0.0, 0.0, 0.1], [-0.2, 0.0, 0.1], [0.0, 0.0, -0.1], [-0.2, 0.3, 0.0], [0.0, -0.1, 0.0], [0.0, 0.0, 0.0], [0.0, 0.0, 0.0], [0.0, 0.0, 0.0], [0.0, -0.1, 0.1], [-0.1, 0.1, 0.0], [0.0, 0.0, 0.0], [0.0, 0.0, 0.0], [0.0, -0.1, 0.0], [0.0, 0.0, 0.0], [0.0, 0.0, 0.0], [0.0, 0.0, 0.0], [0.1, 0.1, -0.1], [0.0, 0.0, 0.0], [0.0, 0.0, 0.0], [0.0, 0.0, 0.0], [0.0, 0.0, 0.0], [0.0, -0.1, 0.1], [0.0, -0.1, 0.2], [0.1, -0.1, 0.0], [-0.1, 0.5, 0.0], [0.2, -0.5, -0.2], [-0.1, 0.0, -0.1], [-0.1, 0.3, 0.2], [-0.1, 0.1, 0.0], [0.0, -0.1, 0.1], [0.0, 0.1, 0.0], [0.0, 0.1, -0.1], [-0.1, -0.3, -0.2], [0.0, 0.0, 0.0], [0.0, 0.0, 0.0], [0.0, 0.0, 0.0], [0.0, 0.0, 0.0], [0.0, -0.1, 0.0], [-0.1, 0.4, 0.1], [0.2, -0.2, -0.3], [-0.1, -0.2, 0.4], [0.0, 0.1, -0.1], [0.0, 0.1, 0.0], [0.0, 0.0, -0.1], [-0.1, 0.0, 0.1], [0.1, 0.0, -0.1], [0.0, -0.1, 0.1], [0.0, 0.0, 0.0]]
}

***

{
  "formula": "C44H64N16O4",
  "method": "the ωB97M-V functional and the def2-TZVPD basis",
  "spin_multiplicity": 1,
  "lumo_ev": -0.25,
  "total_energy_ha": -2891.82605,
  "symbols": ["C", "C", "O", "C", "C", "C", "O", "C", "C", "C", "C", "O", "C", "C", "C", "O", "H", "H", "H", "H", "H", "H", "H", "H", "H", "H", "H", "H", "H", "H", "H", "H", "C", "C", "N", "H", "H", "H", "C", "C", "N", "H", "H", "H", "C", "C", "N", "H", "H", "H", "C", "C", "N", "H", "H", "H", "C", "C", "N", "H", "H", "H", "C", "C", "N", "H", "H", "H", "C", "C", "N", "H", "H", "H", "C", "C", "N", "H", "H", "H", "C", "C", "N", "H", "H", "H", "C", "C", "N", "H", "H", "H", "C", "C", "N", "H", "H", "H", "C", "C", "N", "H", "H", "H", "C", "C", "N", "H", "H", "H", "C", "C", "N", "H", "H", "H", "C", "C", "N", "H", "H", "H", "C", "C", "N", "H", "H", "H"],
  "coordinates": [[0.82912, -0.96405, 0.29671], [-0.00110, 0.12619, -0.41970], [-1.18893, -0.48454, -0.94944], [-2.19006, 0.37319, -1.27008], [-3.16180, 0.01300, -2.11635], [-4.28337, 0.98510, -2.34039], [-4.79303, 1.15987, -3.42177], [-4.69234, 1.79978, -1.12874], [-6.13426, 2.19410, -0.91251], [-6.81974, 1.54332, 0.30060], [-6.58804, 0.03127, 0.48394], [-7.86393, -0.62982, 0.49028], [-7.95545, -1.67945, -0.45057], [-3.72202, 2.13551, -0.28499], [-2.32392, 1.74117, -0.65169], [-1.42635, 2.54462, -0.50254], [0.38590, -1.93338, 0.07573], [1.87368, -0.93139, 0.02181], [0.69343, -0.82058, 1.36781], [0.61698, 0.51850, -1.22804], [-0.22546, 0.88144, 0.32272], [-3.18001, -0.93554, -2.62859], [-6.12829, 3.26792, -0.72739], [-6.70674, 2.06587, -1.83134], [-7.89355, 1.67714, 0.18798], [-6.48223, 2.07076, 1.19484], [-5.97437, -0.40198, -0.30699], [-6.14180, -0.14687, 1.46260], [-8.03822, -1.31011, -1.47885], [-8.85154, -2.24994, -0.20278], [-7.10530, -2.36159, -0.39631], [-3.88717, 2.69896, 0.62392], [-1.92383, 3.37726, -3.77007], [-0.86235, 3.74481, -4.70456], [-0.02656, 4.03348, -5.43685], [-1.60248, 2.53216, -3.16700], [-2.14815, 4.21723, -3.11555], [-2.82238, 3.10092, -4.31963], [-2.94573, -3.81190, 0.11919], [-3.91941, -3.11266, -0.71575], [-4.64215, -2.57002, -1.42560], [-2.10071, -4.11700, -0.48753], [-2.60204, -3.15634, 0.91216], [-3.40697, -4.69369, 0.55981], [3.65565, -3.71079, -1.13696], [3.55098, -3.04234, 0.15647], [3.41732, -2.49938, 1.16027], [3.14273, -4.66065, -1.09485], [3.19754, -3.09125, -1.90651], [4.70084, -3.87751, -1.38425], [-2.36103, -1.50845, 4.14616], [-3.43762, -1.93810, 3.25562], [-4.27480, -2.27759, 2.54617], [-1.44659, -2.04861, 3.90888], [-2.18235, -0.44283, 4.02048], [-2.63766, -1.70726, 5.17960], [7.98767, -2.43676, -2.87956], [7.30992, -3.58379, -2.28948], [6.77555, -4.48831, -1.82418], [7.25906, -1.76771, -3.33418], [8.53549, -1.89463, -2.10959], [8.68298, -2.77454, -3.64271], [7.20118, -5.98484, -5.84565], [8.00812, -4.79213, -5.60643], [8.62697, -3.84361, -5.41821], [6.24697, -5.88885, -5.33008], [7.02568, -6.10180, -6.91307], [7.72314, -6.86147, -5.46818], [11.76912, -1.42585, -6.49928], [11.16067, -0.76228, -5.34997], [10.68864, -0.23483, -4.44598], [12.34112, -2.28850, -6.16456], [10.99121, -1.75831, -7.18328], [12.43153, -0.73387, -7.01525], [1.82931, 2.80093, 2.30827], [0.81660, 1.82911, 2.70875], [0.01964, 1.05914, 3.00754], [1.36906, 3.60795, 1.74166], [2.30964, 3.21618, 3.19176], [2.58161, 2.31188, 1.69157], [0.92200, -4.68727, 2.22699], [0.30667, -5.04882, 0.95612], [-0.17535, -5.32645, -0.04915], [1.64582, -5.44532, 2.51532], [1.42654, -3.72896, 2.13050], [0.15709, -4.61989, 2.99954], [-6.19752, 5.84565, 2.22739], [-6.98316, 5.37252, 1.08937], [-7.58878, 4.99948, 0.18806], [-5.22852, 5.34870, 2.23034], [-6.04766, 6.92064, 2.14758], [-6.71132, 5.62802, 3.16137], [-0.10630, 5.76362, 4.67243], [1.02671, 6.09936, 3.81312], [1.90881, 6.38584, 3.13564], [0.19375, 5.03412, 5.42215], [-0.46228, 6.66429, 5.16751], [-0.91254, 5.34605, 4.07199], [7.18969, 1.50326, -1.93820], [6.16734, 0.53881, -1.53477], [5.37350, -0.23246, -1.22885], [6.71773, 2.36710, -2.40164], [7.75326, 1.82835, -1.06620], [7.87211, 1.04316, -2.65162], [1.07226, -7.63585, -2.47699], [2.23020, -6.78332, -2.73255], [3.12810, -6.09653, -2.93299], [0.86602, -7.66261, -1.40892], [0.20282, -7.23891, -2.99664], [1.27213, -8.64534, -2.83063], [-4.10608, 8.38277, 4.88509], [-5.22654, 7.53783, 5.29322], [-6.10484, 6.87641, 5.62322], [-4.48040, 9.32313, 4.48527], [-3.46925, 8.58551, 5.74407], [-3.52057, 7.87621, 4.12019], [-0.22022, 10.40145, 4.99405], [-0.97677, 9.33366, 5.64433], [-1.56069, 8.48776, 6.15735], [-0.88909, 11.01378, 4.39299], [0.25559, 11.02526, 5.74763], [0.54499, 9.96982, 4.35131], [-0.78597, -8.77345, 1.65539], [-0.39633, -8.10437, 2.89391], [-0.08816, -7.57308, 3.86367], [-1.42738, -9.62268, 1.88222], [-1.32330, -8.07463, 1.01645], [0.10269, -9.12374, 1.13392]],
  "atomic_forces_ev_per_a": [[-1.2, 0.4, 0.0], [1.4, -1.2, 0.6], [-0.2, 0.9, 0.0], [-0.2, -0.6, -0.2], [-0.2, 0.6, 0.1], [0.4, -0.2, 0.3], [-0.3, -0.2, 0.0], [-0.6, -0.3, 0.3], [0.2, 0.5, -0.3], [0.5, -0.3, -0.3], [-0.9, 0.2, 0.1], [0.3, 0.0, -0.1], [-0.2, -0.2, 0.1], [0.3, -0.7, -0.4], [-0.4, 0.7, 0.6], [0.2, -0.3, 0.0], [0.2, -0.2, -0.3], [0.1, 0.0, 0.1], [0.4, -0.1, 0.1], [-0.4, 0.3, -0.1], [-0.2, 0.2, -0.3], [0.1, 0.1, -0.2], [-0.2, 0.0, -0.1], [0.1, -0.3, 0.0], [0.0, 0.2, 0.2], [-0.2, 0.0, 0.1], [0.2, 0.0, 0.1], [0.3, -0.2, -0.1], [0.0, 0.1, 0.0], [0.0, 0.1, -0.1], [0.1, 0.0, 0.0], [0.1, 0.3, -0.1], [0.0, 0.0, -0.2], [0.0, 0.0, 0.0], [0.0, 0.0, 0.0], [0.0, 0.0, 0.0], [0.0, 0.0, 0.0], [0.0, 0.0, 0.0], [-0.2, 0.1, -0.2], [0.1, 0.0, -0.1], [0.0, -0.1, 0.2], [0.0, 0.0, -0.1], [0.0, 0.0, 0.0], [0.0, 0.0, 0.0], [0.1, 0.4, 0.3], [0.0, 0.1, -0.1], [0.1, -0.2, 0.1], [0.0, -0.1, 0.0], [0.0, 0.0, 0.0], [-0.1, -0.1, 0.0], [-0.1, 0.0, 0.0], [0.0, 0.0, 0.0], [0.0, 0.1, 0.1], [0.0, 0.0, 0.0], [0.1, 0.0, 0.0], [0.0, 0.0, 0.0], [0.1, 0.1, 0.3], [0.0, 0.0, 0.0], [0.2, 0.0, -0.1], [0.0, 0.0, 0.0], [-0.1, 0.0, 0.0], [-0.1, 0.1, 0.1], [0.0, 0.1, 0.1], [-0.1, 0.0, 0.0], [0.1, -0.3, -0.4], [0.0, 0.0, 0.0], [0.0, 0.0, 0.0], [0.0, 0.0, 0.0], [-0.1, 0.0, 0.1], [0.0, 0.0, 0.1], [0.0, -0.1, -0.1], [0.0, 0.0, 0.0], [0.0, 0.0, 0.0], [0.0, 0.0, 0.0], [0.0, -0.1, 0.0], [0.0, 0.0, -0.1], [-0.1, 0.1, 0.1], [0.0, 0.0, 0.0], [0.0, 0.0, 0.0], [0.0, 0.0, 0.0], [-0.1, 0.1, 0.0], [0.1, 0.0, 0.1], [0.1, -0.2, 0.0], [0.0, 0.0, 0.0], [0.1, 0.1, -0.1], [0.0, -0.1, 0.0], [-0.1, -0.1, -0.1], [0.0, 0.0, 0.0], [0.0, 0.1, 0.1], [0.0, 0.0, 0.0], [0.0, 0.0, 0.0], [0.0, 0.0, 0.0], [0.1, 0.0, -0.1], [0.0, 0.0, 0.0], [0.0, 0.0, 0.0], [0.0, 0.0, 0.0], [0.0, -0.1, 0.1], [0.0, 0.0, 0.0], [-0.1, -0.1, 0.0], [0.0, 0.0, 0.0], [0.0, 0.0, -0.1], [0.0, 0.0, 0.0], [0.0, 0.0, 0.0], [0.0, 0.0, 0.0], [0.1, 0.0, 0.0], [-0.1, 0.0, 0.0], [-0.1, -0.2, -0.2], [0.0, 0.1, 0.0], [0.0, 0.0, 0.0], [0.0, 0.0, 0.0], [-0.5, 0.0, 0.1], [0.0, 0.1, -0.1], [0.0, 0.0, -0.1], [-0.1, 0.0, -0.1], [-0.4, -0.1, -0.2], [0.0, 0.0, 0.0], [-0.1, -0.1, 0.0], [0.2, 0.1, 0.1], [0.7, 0.2, 0.1], [0.0, 0.0, 0.0], [0.0, 0.0, 0.0], [0.0, 0.0, 0.0], [0.0, 0.1, 0.1], [0.0, 0.0, 0.0], [0.0, 0.0, -0.1], [0.0, 0.0, 0.0], [0.0, 0.0, 0.0], [0.0, 0.0, 0.0]]
}